{
  "formula": "C4H4S2",
  "method": "ωB97M-V/def2-TZVPD",
  "species": ["C", "C", "C", "C", "H", "H", "H", "H", "S", "S"],
  "xyz": [[0.54330, 0.17751, -0.09859], [-2.03131, -0.28542, 0.13833], [-1.58672, 1.21284, -0.12851], [-0.23644, 1.40504, -0.08972], [-2.82785, -0.52111, -0.51099], [-2.47232, -0.41030, 1.14876], [-2.48569, 1.97258, 0.35088], [0.37028, 2.38105, 0.03012], [2.11546, 0.08495, 0.07260], [-0.41030, -1.24008, -0.06935]],
  "atomic_forces_ev_per_a": [[-1.0, 0.2, 0.3], [1.9, 1.6, 0.0], [-1.6, 0.4, 4.0], [-0.9, 1.7, -0.2], [-0.6, -0.8, -1.2], [0.7, 0.2, -0.3], [2.9, -1.7, -2.2], [-1.4, -1.6, -0.4], [2.1, 0.1, -0.1], [-2.2, 0.0, 0.0]],
  "gap_ev": 8.0,
  "lumo_ev": -0.61,
  "homo_energy_ev": -8.633,
  "max_force_ha_per_bohr": 0.0848
}

***

{
  "formula": "C43H51F2LaN8O6",
  "method": "ωB97M-V/def2-TZVPD",
  "species": ["La", "C", "C", "C", "C", "C", "C", "C", "N", "C", "C", "C", "C", "C", "C", "C", "C", "C", "C", "N", "C", "C", "C", "N", "C", "C", "C", "C", "C", "C", "C", "C", "C", "C", "C", "C", "C", "C", "N", "C", "C", "H", "H", "H", "H", "H", "H", "H", "H", "H", "H", "H", "H", "H", "H", "H", "H", "H", "H", "H", "H", "H", "H", "H", "H", "H", "H", "H", "H", "H", "H", "H", "H", "H", "H", "H", "H", "H", "H", "H", "H", "H", "H", "H", "H", "N", "N", "C", "O", "O", "H", "H", "H", "O", "C", "O", "C", "C", "N", "N", "C", "C", "O", "O", "H", "H", "H", "F", "C", "F", "H"],
  "xyz": [[-0.20709, 1.15808, -1.16514], [-1.28311, 4.61093, 3.72111], [-1.45360, 3.15661, 4.09051], [-1.70530, 2.30323, 2.88864], [-2.91197, 1.93873, 2.33852], [-4.30134, 2.28960, 2.78750], [-4.91990, 3.37548, 1.94077], [-2.58510, 1.16892, 1.20227], [-1.27538, 1.03679, 1.05487], [-0.72825, 1.71508, 2.07965], [0.64899, 1.81065, 2.35123], [1.67670, 1.04756, 1.75453], [2.97297, 1.01482, 2.34365], [3.41130, 1.88721, 3.47294], [2.89977, 1.41765, 4.81316], [3.62161, -0.02495, 1.73423], [2.65854, -0.51296, 0.80178], [2.79815, -1.85853, 0.17796], [2.20988, -2.19088, -1.17307], [0.41477, -1.21851, -2.36880], [-0.09685, -2.44662, -2.50521], [-1.47224, -2.66173, -2.45426], [-2.39241, -1.72008, -1.92585], [-2.12411, -0.70052, -1.13992], [-3.36229, -0.30372, -0.69045], [-3.58063, 0.56727, 0.37251], [-4.42284, -1.01267, -1.32835], [-3.80685, -1.94025, -2.11334], [-4.40242, -2.97780, -3.01011], [-4.16169, -2.68183, -4.47315], [-5.89200, -0.83702, -1.12802], [-6.41554, -1.66676, 0.01976], [0.86798, -3.60091, -2.70590], [2.22570, -3.42819, -1.97566], [3.17150, -4.50729, -1.54699], [2.89004, -5.21250, -0.23774], [0.35206, -4.98001, -3.00030], [-0.40342, -5.59560, -1.85117], [1.52155, 0.12152, 0.79171], [4.99700, -0.56341, 1.95670], [5.05475, -1.62434, 3.03096], [-0.96726, 5.21568, 4.59938], [-2.23758, 5.01921, 3.33371], [-0.53287, 4.72982, 2.92091], [-2.29820, 3.04159, 4.81166], [-0.53181, 2.78846, 4.60140], [-4.26339, 2.61969, 3.85199], [-4.94196, 1.37681, 2.74091], [-4.28783, 4.28557, 1.97527], [-5.94438, 3.62802, 2.29586], [-4.97847, 3.04907, 0.88466], [0.93893, 2.48975, 3.15142], [3.05587, 2.92490, 3.27973], [4.52254, 1.91671, 3.49076], [1.79879, 1.31617, 4.80568], [3.17969, 2.13092, 5.61801], [3.31073, 0.41804, 5.06497], [3.57064, -2.49701, 0.59592], [-1.88513, -3.60589, -2.78403], [-4.61580, 0.78581, 0.62044], [-5.49697, -3.04840, -2.81643], [-3.95573, -3.96403, -2.75070], [-4.68811, -1.74742, -4.76303], [-4.52166, -3.50812, -5.12054], [-3.08315, -2.52840, -4.66152], [-6.42578, -1.11587, -2.06474], [-6.09255, 0.24729, -0.94706], [-6.16700, -2.73722, -0.13690], [-7.51662, -1.56887, 0.11564], [-5.94375, -1.35111, 0.97007], [4.16004, -4.00082, -1.48229], [3.23592, -5.23815, -2.37657], [2.32241, -4.54656, 0.43207], [3.83508, -5.50135, 0.26160], [2.29298, -6.12857, -0.39788], [1.20780, -5.62638, -3.28923], [-0.31273, -4.87966, -3.89821], [0.21409, -5.57372, -0.93032], [-0.67013, -6.64908, -2.09024], [-1.32545, -5.01984, -1.63076], [5.66899, 0.28003, 2.23305], [5.36863, -0.98630, 0.99362], [4.68473, -1.22357, 3.99041], [6.09270, -1.98902, 3.18073], [4.41520, -2.48892, 2.76503], [0.79645, 1.63218, -3.33921], [2.54588, -0.24603, -2.53039], [1.73604, -1.10303, -2.05529], [2.08032, -3.24299, -3.38819], [1.51018, -2.46711, 0.04158], [0.22136, 1.42918, -4.17093], [1.18197, 2.56389, -3.54029], [2.01615, 0.45394, -3.16409], [4.12722, 6.13119, -0.05755], [4.68341, 5.08576, -0.62021], [5.85249, 5.11814, -0.98385], [3.88294, 3.86037, -0.79181], [4.42873, 2.68505, -1.31029], [3.48858, 1.75963, -1.32854], [2.31956, 2.23757, -0.86301], [2.54099, 3.51714, -0.53010], [1.38211, 4.25179, 0.04874], [1.57934, 5.40201, 0.53697], [0.28294, 3.64333, 0.05498], [3.12343, 5.95399, 0.22275], [5.44303, 2.49177, -1.65047], [3.45232, 0.77531, -1.76005], [-1.51307, 3.58312, -2.73911], [-2.12342, 2.55669, -1.96892], [-2.73823, 1.75782, -2.99424], [-2.98111, 3.07699, -1.49449]],
  "atomic_forces_ev_per_a": [[1.7, -0.5, -0.6], [0.0, 1.0, -0.1], [0.0, -0.7, 0.7], [-0.8, 0.4, 0.9], [-0.4, 0.4, 0.6], [0.2, -0.6, 0.7], [-0.4, 0.7, -0.4], [-1.1, -0.2, -0.3], [-0.2, -0.6, 0.4], [1.7, 0.4, 0.6], [0.2, -0.9, -1.1], [-1.2, 2.4, 2.0], [0.2, 0.2, 0.2], [0.6, 0.7, -0.6], [-0.2, -0.3, 1.0], [-0.1, 0.3, -0.2], [1.3, -1.8, -0.4], [-0.7, -0.1, -1.1], [0.2, 0.7, 1.3], [-0.8, -0.5, 0.0], [0.0, 0.5, 0.3], [0.6, 0.3, -0.2], [1.1, -1.3, -0.9], [-0.1, 0.2, 0.2], [-0.2, 2.4, 2.3], [0.4, -1.0, -1.5], [-0.4, -1.2, -1.1], [-1.1, 0.4, 0.5], [-0.4, -0.5, 0.7], [0.1, 0.3, -0.9], [-0.1, 0.9, -0.6], [-0.4, -0.5, 0.7], [1.5, 0.2, 0.9], [-1.0, -0.7, -1.0], [0.8, -0.3, -0.9], [-0.2, -0.3, 0.8], [-0.1, 0.1, -1.2], [-0.6, -0.4, 0.8], [-0.5, -0.6, -0.3], [0.4, 0.5, -0.7], [0.2, -0.7, 0.6], [-0.2, -0.2, -0.5], [0.5, -0.1, 0.2], [-0.3, 0.0, 0.3], [0.6, 0.0, -0.3], [-0.7, 0.3, -0.2], [-0.1, -0.3, -0.6], [0.3, 0.5, 0.2], [-0.4, -0.4, -0.1], [0.5, -0.1, -0.3], [0.0, 0.3, 0.5], [-0.1, -0.2, -0.2], [0.4, -0.5, 0.1], [-0.5, 0.1, 0.0], [0.5, 0.1, 0.0], [-0.1, -0.4, -0.3], [-0.2, 0.5, -0.1], [0.0, -0.1, 0.0], [0.1, 0.2, -0.2], [0.1, -0.1, 0.0], [0.6, -0.1, -0.1], [-0.4, 0.4, -0.1], [0.3, -0.5, 0.1], [0.2, 0.4, 0.3], [-0.5, -0.1, 0.0], [0.3, 0.2, 0.5], [0.0, -0.7, -0.2], [-0.2, 0.5, 0.1], [0.5, -0.1, 0.0], [-0.3, -0.2, -0.4], [-0.4, -0.3, -0.1], [0.1, 0.3, 0.4], [0.2, -0.4, -0.1], [-0.5, 0.1, -0.2], [0.2, 0.4, 0.1], [-0.5, 0.4, 0.1], [0.5, -0.3, 0.6], [-0.4, -0.1, -0.5], [0.1, 0.6, 0.3], [0.6, -0.6, 0.0], [-0.3, -0.5, -0.2], [-0.1, 0.3, 0.6], [0.1, -0.2, -0.3], [-0.5, 0.1, 0.0], [0.3, 0.4, 0.2], [0.0, 0.6, -1.4], [0.0, -0.2, -0.1], [0.3, 0.1, -0.8], [0.1, 0.0, 0.2], [-0.1, -0.1, 0.1], [0.2, 0.1, 0.4], [-0.2, -0.3, 0.2], [0.0, -0.3, 0.4], [-1.8, 0.3, 0.7], [0.6, -0.4, -0.3], [-0.3, 0.1, 0.1], [0.2, -0.4, -0.1], [0.7, 0.5, 0.0], [-0.5, 0.1, 0.3], [0.7, 0.7, -0.3], [0.0, -1.0, -0.3], [-1.0, 0.3, 0.5], [0.7, 0.0, -0.3], [0.4, 0.0, -0.2], [1.0, -0.2, -0.4], [-0.3, 0.1, 0.1], [-0.1, 0.4, 0.2], [-0.1, 0.2, 0.2], [-1.0, 0.9, -0.5], [-0.2, -0.1, 0.1], [0.1, -0.1, -0.1]],
  "total_charge": -2,
  "gap_ev": [5.3, 5.3],
  "lumo_ev": [3.67, 3.67],
  "homo_energy_ev": [-1.637, -1.637],
  "max_force_ha_per_bohr": 0.0651
}

***

{
  "formula": "C5H8O",
  "method": "ωB97M-V/def2-TZVPD",
  "species": ["C", "C", "C", "O", "C", "C", "H", "H", "H", "H", "H", "H", "H", "H"],
  "xyz": [[-1.28258, 1.06703, -0.12870], [-1.07533, -0.38979, 0.28448], [-0.08413, -0.55363, 1.40810], [0.68954, -1.47711, 1.52816], [2.03554, -0.64806, -1.05175], [2.28749, -0.02621, -2.05045], [-1.43111, 1.70939, 0.74749], [-2.16818, 1.16495, -0.76305], [-0.41977, 1.44398, -0.68723], [-0.77886, -1.01994, -0.56047], [-2.01713, -0.79935, 0.67927], [-0.11531, 0.24305, 2.18184], [1.79325, -1.20871, -0.17062], [2.53582, 0.50299, -2.94287]],
  "atomic_forces_ev_per_a": [[0.0, 0.1, 0.0], [0.0, -0.1, 0.0], [0.1, -0.3, 0.1], [-0.4, 0.4, 0.0], [0.2, 0.2, -0.5], [-0.1, -0.3, 0.4], [0.0, -0.1, -0.1], [0.2, 0.0, 0.1], [-0.1, -0.1, 0.1], [0.0, 0.1, 0.2], [0.1, 0.0, 0.0], [0.0, -0.1, 0.0], [0.1, 0.1, -0.2], [-0.1, 0.0, 0.1]],
  "gap_ev": 11.0,
  "lumo_ev": 0.92,
  "homo_energy_ev": -10.101,
  "max_force_ha_per_bohr": 0.0119
}

***

What is the formula in the second record?
C43H51F2LaN8O6